1.
DFT (ωB97M-V/def2-TZVPD) results for one molecule with the formula C4H8FN.

```
14
Properties=species:S:1:pos:R:3:forces:R:3:mulliken_charge:R:1
C -1.4283 -0.4916 -1.4152 -0.784 -1.508 3.871 -0.4976
C -1.5132 -0.6476 0.0136 0.739 1.898 -3.211 -0.4334
C -0.4538 0.1662 0.9121 0.688 -2.897 -3.071 0.3181
F 0.0600 -0.9878 1.7743 -1.753 2.956 -0.270 -0.3180
C 0.8329 0.2278 -0.0788 -1.004 -0.277 3.557 -0.8172
N 2.0905 0.5300 0.7803 1.289 1.873 -3.316 -0.6089
H -1.9904 -1.2400 -2.1918 1.492 2.487 2.020 0.2380
H -0.6353 0.3107 -1.5684 -1.927 -1.634 -1.463 0.1562
H -2.1959 -1.2630 0.5923 0.068 -0.189 -0.373 0.3233
H -0.9036 1.1662 1.2619 1.109 -1.908 0.767 0.3296
H 0.6117 -0.8088 -0.4766 2.197 0.973 0.488 0.4420
H 0.5634 0.8779 -0.8870 0.846 1.056 -0.166 0.3387
H 2.0094 1.5164 1.3014 0.050 -2.703 -1.924 0.2544
H 2.9527 0.6435 -0.0182 -3.009 -0.127 3.090 0.2749
```
Positions in Å, forces in eV/Å.

## Properties
Energy (eV): -8480.69559
Total charge: 0
SMILES: C=C[C@@H](F)CN
E_LUMO (eV): 0.9
E_HOMO (eV): -9.57
F_max (eV/Å): 4.32
Orbital gap (eV): 10.5

=====

2.
DFT (ωB97M-V/def2-TZVPD) results for C27H31Cl2N2O8S4Si2W as an isolated structure.

```
77
Properties=species:S:1:pos:R:3:forces:R:3:lowdin_spin:R:1
W -0.3532 0.2008 0.2217 -0.378 -1.595 0.013 1.6883
S -1.3119 -0.7606 2.4157 -0.137 0.186 -0.419 -0.0161
C -2.7365 -0.3920 1.5578 0.334 0.325 0.661 0.0293
N -2.5584 0.0196 0.3275 0.541 0.321 0.150 0.0030
C -3.7086 0.5522 -0.2251 -0.005 0.044 -0.254 0.0001
C -3.8275 1.1208 -1.4861 -0.079 0.044 -0.074 -0.0005
C -5.0675 1.5915 -1.8885 0.181 -0.027 -0.044 0.0010
C -6.1777 1.4943 -1.0548 -0.062 -0.044 0.152 -0.0005
C -6.0638 0.9335 0.2095 -0.179 0.090 -0.117 0.0008
C -4.8237 0.4770 0.6159 0.147 -0.119 0.196 0.0003
S -4.3628 -0.2164 2.1566 -0.024 -0.157 -0.216 0.0126
H -2.9510 1.2104 -2.1109 -0.016 0.012 -0.024 0.0000
H -5.1722 2.0495 -2.8635 0.018 -0.003 -0.001 0.0001
H -7.1365 1.8700 -1.3876 0.000 -0.004 0.003 -0.0001
H -6.9226 0.8680 0.8652 0.012 0.001 -0.002 0.0000
C -1.8031 -4.1238 1.5232 0.079 -0.079 -0.141 0.0011
Si -1.4246 -3.3053 -0.1340 -0.085 -0.037 0.016 0.0013
C -3.0570 -2.6753 -0.8609 0.050 -0.014 0.048 0.0006
C -1.0040 -4.7516 -1.2870 -0.076 0.000 0.022 -0.0014
C 0.0085 -2.0453 -0.1587 0.038 0.103 0.153 0.0108
C 0.1399 -1.7148 -1.5854 0.281 -0.106 -0.018 0.0133
C 0.9389 -2.3011 -2.5723 -0.162 0.107 -0.024 0.0045
C 0.9692 -1.7170 -3.8174 -0.035 0.097 -0.070 0.0110
C 0.2294 -0.5583 -4.0673 0.106 -0.072 -0.153 0.0045
C -0.4992 -0.0049 -3.0451 -0.129 -0.024 0.112 0.0055
N -0.5703 -0.6009 -1.8475 0.280 0.413 0.278 -0.0069
Si 1.5272 -2.7490 0.7379 0.129 -0.014 -0.010 0.0079
C 3.1530 -2.0110 0.1484 -0.026 -0.064 0.037 0.0005
C 1.7786 -4.6201 0.5042 0.025 0.035 -0.011 0.0023
C 1.3923 -2.5223 2.5986 0.069 -0.075 -0.100 0.0010
H -2.6020 -4.8537 1.3516 0.017 0.025 -0.012 0.0002
H -2.1327 -3.4254 2.2864 -0.027 0.070 0.041 0.0003
H -0.9421 -4.6729 1.9110 -0.014 0.043 0.008 0.0000
H -3.7750 -2.3912 -0.0876 0.034 0.029 -0.012 0.0001
H -3.5079 -3.4833 -1.4436 0.009 -0.018 0.027 0.0001
H -2.9250 -1.8218 -1.5268 0.012 -0.027 0.000 0.0000
H -1.9125 -5.3589 -1.3565 0.033 -0.031 -0.017 -0.0002
H -0.2015 -5.3956 -0.9286 -0.058 0.059 -0.029 0.0000
H -0.7568 -4.4242 -2.2996 -0.021 0.012 0.021 0.0001
H 1.5466 -3.1631 -2.3330 -0.034 -0.006 0.005 0.0000
H 1.5972 -2.1303 -4.5968 0.000 0.006 0.004 0.0005
H 0.2788 -0.0615 -5.0256 -0.006 -0.002 0.010 0.0000
H -1.0033 0.9471 -3.1397 0.012 0.014 -0.008 0.0004
H 3.1262 -1.6250 -0.8714 -0.005 -0.027 0.031 0.0002
H 3.9244 -2.7861 0.1965 0.002 0.013 0.021 0.0000
H 3.4659 -1.1938 0.8014 -0.053 0.005 -0.030 0.0000
H 1.8934 -4.9086 -0.5444 0.013 0.024 0.049 0.0000
H 0.9967 -5.2411 0.9449 0.003 0.029 -0.031 0.0000
H 2.7170 -4.8653 1.0122 -0.013 0.001 0.003 0.0003
H 1.4389 -1.4695 2.8807 -0.017 -0.002 -0.013 0.0003
H 2.2422 -3.0365 3.0601 0.008 0.025 -0.013 0.0000
H 0.4806 -2.9610 3.0058 -0.017 0.013 0.012 0.0001
O 2.3783 2.4846 -1.9065 0.024 -0.086 0.084 0.0032
S 2.7049 1.1737 -1.4222 -0.266 0.117 -0.177 0.0068
O 3.2679 0.2669 -2.4001 0.022 -0.008 0.068 0.0010
O 1.5894 0.5033 -0.6883 -0.255 -0.090 -0.221 0.0436
C 3.9287 1.3045 -0.1292 -0.072 0.017 0.185 0.0015
C 5.2413 1.0707 -0.5063 0.054 -0.051 -0.147 0.0005
C 6.2621 1.0577 0.4297 -0.045 0.015 0.055 -0.0001
C 5.9607 1.2675 1.7639 0.183 -0.028 0.007 0.0002
C 4.6538 1.5134 2.1479 -0.167 0.049 0.127 -0.0001
C 3.6242 1.5406 1.2169 0.160 0.053 -0.101 0.0004
S 2.0016 1.9960 1.8438 -0.207 -0.178 -0.101 0.0056
O 1.5149 3.0003 0.9301 0.149 0.091 0.123 0.0010
O 2.2167 2.3878 3.2109 0.064 0.052 0.059 0.0042
O 1.1778 0.7343 1.7969 -0.370 0.125 -0.107 0.0459
H 5.4473 0.8634 -1.5477 -0.032 0.003 -0.002 0.0000
H 7.2808 0.8696 0.1153 0.004 -0.002 0.004 0.0000
H 6.7446 1.2469 2.5113 -0.015 0.004 0.001 0.0000
H 4.4043 1.7059 3.1821 0.012 -0.006 -0.006 0.0000
Cl -2.8099 4.6865 0.0487 -0.012 0.014 -0.012 0.0025
C -1.0673 4.2707 0.0346 -0.077 -0.121 0.037 0.0019
Cl -0.2581 4.9309 -1.3697 0.015 0.098 -0.085 0.0024
C -0.9653 2.7544 0.1081 -0.045 0.188 -0.083 0.0200
O -1.1055 2.2059 1.2142 -0.156 0.197 0.004 0.0400
O -0.7478 2.0764 -0.9369 0.223 -0.038 0.045 0.0420
H -0.6259 4.6915 0.9290 0.032 -0.010 0.013 0.0004
```
Positions in Å, forces in eV/Å.

## Properties
Multiplicity: 3
Energy (eV): -133836.60287
Total charge: -1
<S²>: 2.015
E_LUMO (spin up / spin down) (eV): 2.3 / 2.3
E_HOMO (spin up / spin down) (eV): -4.42 / -5.88
F_max (eV/Å): 1.64
Orbital gap (spin up / spin down) (eV): 6.7 / 8.1

=====

3.
DFT (ωB97M-V/def2-TZVPD) results for one molecule with the formula C6H14O.

```
21
Properties=species:S:1:pos:R:3:forces:R:3:mulliken_charge:R:1
C 0.6090 1.1675 2.7948 0.032 -0.033 0.036 -1.2592
C 0.4266 1.2783 1.2830 -0.011 0.054 -0.026 -0.3574
C 0.9453 0.0719 0.4948 -0.074 -0.032 -0.031 -0.4760
C 0.6612 0.2520 -1.0046 -0.396 0.189 -0.057 -0.5842
C 0.3311 -0.9553 -1.8814 -0.278 -0.094 -0.190 -0.6346
O -1.0359 -0.7413 -2.3061 0.198 -0.479 -0.481 -0.4103
C -2.0570 -1.3558 -1.5570 -0.067 -0.218 0.120 -0.6167
H 0.2059 2.0484 3.3080 0.102 -0.144 -0.086 0.3524
H 1.6701 1.0783 3.0562 -0.150 0.024 -0.016 0.3126
H 0.0947 0.2870 3.1993 0.069 0.112 -0.103 0.3228
H -0.6360 1.4184 1.0425 0.143 -0.021 0.068 0.3423
H 0.9414 2.1774 0.9177 -0.096 -0.083 0.051 0.2750
H 2.0184 -0.0485 0.7065 -0.173 -0.036 -0.187 0.3283
H 0.4620 -0.8427 0.8702 0.001 0.139 -0.098 0.3024
H 1.3907 0.9257 -1.4740 -0.088 -0.222 0.126 0.4210
H -0.3385 0.6822 -1.1728 0.597 0.963 0.817 0.2846
H 0.9032 -0.9670 -2.8149 -0.003 -0.104 0.248 0.2867
H 0.4603 -1.9167 -1.3626 -0.153 0.115 -0.142 0.3344
H -2.2317 -2.3627 -1.9497 -0.080 -0.095 0.226 0.2761
H -2.9880 -0.7812 -1.6699 0.368 -0.066 -0.077 0.2423
H -1.8328 -1.4157 -0.4801 0.061 0.031 -0.200 0.2577
```
Positions in Å, forces in eV/Å.

## Properties
Energy (eV): -8495.52940
Total charge: 0
SMILES: CCCCCOC
E_LUMO (eV): 1.1
E_HOMO (eV): -9.59
F_max (eV/Å): 1.40
Orbital gap (eV): 10.7

=====

ΔE to the lowest compared entry with this formula, charge and spin (computed, kJ/mol): 419.0; 0.0; 131.5